Record 1
# C3H5O4S

A cluster of 2 separate species, C3H5O4S in total at a distorted geometry (wB97M-V/def2-TZVPD, OMol25).

Computed properties:
gap between HOMO and LUMO (alpha / beta): 6.452 / 8.753 eV
ΔE to the lowest compared entry with this formula, charge and spin: 124.50 kcal per mole
net charge: -1

Element x y z (Å)
C -0.198 -0.428 0.816
C -0.408 -0.890 -0.525
C -1.253 -0.152 1.960
O 0.535 1.603 -2.949
O 2.154 1.653 -1.147
O 2.564 0.085 -3.093
O 0.044 -1.813 0.514
S 1.624 0.881 -2.300
H 0.619 0.219 1.171
H -1.357 -1.071 -0.878
H -0.700 0.153 2.831
H -1.867 -1.061 1.952
H -1.756 0.820 1.648

Record 2
# C3H5O4Tl

A structure of composition C3H5O4Tl at a distorted geometry (wB97M-V/def2-TZVPD, OMol25).

Computed properties:
gap between HOMO and LUMO (alpha / beta): 5.744 / 4.506 eV
ΔE to the lowest compared entry with this formula, charge and spin: 84.29 kcal per mole
net charge: +2

Element x y z (Å)
O -0.433 -0.588 -0.667
C -0.617 0.127 -1.889
C 0.813 -1.007 -0.187
O -1.811 0.529 -1.876
O 0.365 0.807 -2.190
C 1.776 -0.088 0.089
H 1.088 -1.874 -0.793
H -0.485 -0.248 2.113
H 2.776 -0.221 -0.321
H 1.611 0.711 0.811
O -1.333 0.450 1.985
H -1.928 0.450 2.743
Tl -1.822 0.952 0.183

- Among the records above, which one has the lowest net charge?
  C3H5O4S

- Among the records above, which one has the highest ΔE to the lowest compared entry with this formula, charge and spin?
  C3H5O4S

- The highest net charge belongs to which entry?
  C3H5O4Tl

- What is the ΔE to the lowest compared entry with this formula, charge and spin in the second record?
  84.29 kcal per mole